# 1
C12H18ClNO4S in the gas phase, computed with ωB97M-V/def2-TZVPD.

Structure (ORCA input):
```
! wB97M-V def2-TZVPD RIJCOSX def2/J DEFGRID3
* xyz 0 1
C 3.1278 1.5291 -0.8623
H 2.1789 2.0555 -0.8408
H 3.3073 1.1630 -1.8703
H 3.9233 2.2225 -0.6018
C 3.1058 0.3798 0.1400
N 1.9825 -0.5040 -0.0477
S 1.0614 -0.9579 1.2464
O 1.5587 -0.3217 2.4281
O 0.9223 -2.3899 1.2576
C -0.5650 -0.3007 0.8614
C -1.6052 -1.1910 0.6915
C -2.8910 -0.7397 0.4150
C -3.0792 0.6453 0.3208
C -2.0386 1.5411 0.4913
C -0.7528 1.0745 0.7639
O 0.3371 1.8546 0.9244
C 0.1606 3.2532 0.9989
H -0.5364 3.5262 1.7957
H -0.1918 3.6650 0.0474
H 1.1448 3.6586 1.2268
H -2.2512 2.5940 0.4079
Cl -4.6568 1.2414 -0.0161
O -3.9778 -1.5265 0.2305
C -3.8150 -2.9219 0.3486
H -4.8042 -3.3441 0.1803
H -3.4629 -3.1998 1.3459
H -3.1202 -3.3078 -0.4030
H -1.3684 -2.2371 0.7920
C 1.9076 -1.3444 -1.2189
C 0.8970 -0.8289 -2.2426
H 1.1663 0.1670 -2.5830
H -0.0954 -0.7844 -1.8009
H 0.8699 -1.4965 -3.1004
H 1.6112 -2.3421 -0.8838
H 2.9010 -1.4129 -1.6720
H 4.0466 -0.1857 0.0756
H 3.0020 0.7664 1.1537
*
```

The structure (SMILES) is CCN(CC)S(=O)(=O)c1cc(OC)c(Cl)cc1OC. For the gap between HOMO and LUMO, the calculation gives 9.011 eV. For the energy above the lowest of the compared OMol25 structures with the same formula, charge and spin, the calculation gives 8.6 kcal per mole.

# 2
A molecular structure, C12H18CoN9O3S, computed with ωB97M-V/def2-TZVPD.

Structure (ORCA input):
```
! wB97M-V def2-TZVPD RIJCOSX def2/J DEFGRID3
* xyz 1 2
Co -0.7094 -0.5452 0.0954
N -2.1497 -1.8185 0.7121
N -1.7332 -3.1581 0.7574
C -0.4794 -3.4899 0.3584
N -0.1657 -4.7787 0.4323
N 0.2497 -2.4697 -0.0828
N 1.5757 -2.7006 -0.4521
O 2.0456 -3.8288 -0.4051
O 2.1789 -1.7232 -0.7937
H -2.4472 -1.5177 1.6369
H -2.9339 -1.7079 0.0724
H -2.4044 -3.8663 1.0062
H -0.7990 -5.4408 0.8445
H 0.7746 -5.0445 0.1728
O 0.5033 0.6085 -0.7024
C 1.6775 0.9989 -0.2402
C 2.6332 1.4590 -1.1593
C 3.8773 1.8749 -0.7453
C 4.2251 1.8402 0.6044
C 3.2954 1.4017 1.5203
C 2.0135 0.9952 1.1279
C 1.0452 0.5912 2.1372
N -0.0821 -0.0858 1.9508
C -0.6725 -0.2228 3.1886
C 0.1020 0.3660 4.1315
N 1.1795 0.8756 3.4538
H 2.3741 1.4547 -2.2097
H 4.5966 2.2135 -1.4788
H 5.2114 2.1403 0.9270
H 3.5792 1.3491 2.5644
H -1.6184 -0.7144 3.3386
H -0.0182 0.4753 5.1934
H 1.9254 1.4183 3.8528
C -3.3947 2.7249 -3.9155
N -3.4301 2.0489 -2.6327
C -2.3664 1.5641 -1.9946
N -1.1732 1.6001 -2.5714
S -2.5993 0.9057 -0.4247
H -4.4090 2.7904 -4.2993
H -2.8105 2.1490 -4.6339
H -2.9844 3.7334 -3.8312
H -4.2923 2.0335 -2.1138
H -1.0278 2.1439 -3.4060
H -0.3628 1.3566 -1.9866
*
```

Its expectation value of S² is 0.845. For the gap between HOMO and LUMO (spin up / spin down), the calculation gives 7.622 / 7.586 eV. For the energy above the lowest of the compared OMol25 structures with the same formula, charge and spin, the calculation gives 0.0 kcal per mole.

# 3
A molecular structure, C12H18EuI2O5STi, computed with ωB97M-V/def2-TZVPD.

Structure (ORCA input):
```
! wB97M-V def2-TZVPD RIJCOSX def2/J DEFGRID3
* xyz 4 8
I 0.5077 3.0952 -1.6763
I -1.0282 3.8386 0.8188
Eu -0.6085 -1.0107 2.0267
Ti 0.3942 0.7605 -0.4191
S -1.7300 0.1927 -0.3125
C 0.8345 -0.7202 -1.8764
C 1.7447 -0.9024 -0.8199
C -2.8054 -0.2914 -1.9919
C -4.1665 0.3099 -1.6721
C -2.7938 -1.8065 -2.1181
C -2.1555 0.4005 -3.1740
C 0.7713 -3.2277 2.8000
C -0.3092 -2.9950 0.4616
O 2.5173 -1.7789 -0.4517
O 0.5946 -1.3039 -2.9269
O 1.3007 -4.2192 3.0637
O -0.3274 -3.9400 -0.1949
H -4.8424 0.1768 -2.5283
H -4.0648 1.3825 -1.4724
H -4.6267 -0.1663 -0.8042
H -3.4266 -2.0857 -2.9768
H -3.1753 -2.2930 -1.2078
H -1.7747 -2.1719 -2.3161
H -2.8305 0.2776 -4.0380
H -1.1866 -0.0464 -3.4307
H -2.0070 1.4734 -2.9849
C 2.8599 -0.1178 2.6274
C 2.2057 1.1126 2.0005
C 1.8568 2.1469 3.0571
C 3.0713 1.6972 0.8936
O 0.9205 0.7131 1.4213
H 3.8395 0.1554 3.0428
H 3.0178 -0.8835 1.8739
H 2.2479 -0.5240 3.4414
H 2.7608 2.5846 3.4814
H 1.2450 2.9500 2.6259
H 1.2665 1.7006 3.8706
H 3.3095 0.9254 0.1457
H 2.5822 2.5476 0.3957
H 4.0108 2.0435 1.3451
*
```

Its expectation value of S² is 15.805. For the gap between HOMO and LUMO (spin up / spin down), the calculation gives 4.910 / 6.164 eV.

# 4
A molecular structure, C12H18F12KNO12S4, computed with ωB97M-V/def2-TZVPD.

Structure (ORCA input):
```
! wB97M-V def2-TZVPD RIJCOSX def2/J DEFGRID3
* xyz -2 1
K -21.6932 17.7507 -13.4354
C -22.5114 20.3259 -19.0963
C -21.9269 21.1768 -17.9654
C -22.8476 21.2883 -16.7491
N -22.1960 21.8764 -15.5190
C -21.5525 23.1896 -15.8475
C -23.2814 22.0897 -14.4217
C -22.7447 21.4038 -13.1672
C -21.2439 21.2937 -13.4461
C -21.2148 20.8944 -14.9025
H -21.9839 20.5395 -20.0203
H -23.5739 20.5522 -19.2065
H -22.4518 19.2941 -18.7475
H -21.8093 22.1911 -18.3667
H -20.9098 20.8704 -17.7115
H -23.3566 20.3709 -16.4487
H -23.6212 22.0297 -16.9679
H -21.2373 23.6658 -14.9276
H -22.3095 23.7593 -16.3839
H -20.7498 22.9641 -16.5437
H -23.4255 23.1674 -14.3252
H -24.2305 21.7349 -14.8200
H -22.9517 21.9624 -12.2556
H -23.1947 20.4235 -13.0094
H -20.7453 22.2477 -13.2640
H -20.8253 20.5533 -12.7610
H -20.2218 21.0413 -15.3183
H -21.6123 19.9160 -15.0591
C -17.9157 16.7014 -10.9535
F -17.5189 16.9597 -12.1868
F -17.6538 15.4313 -10.6010
F -17.2213 17.4731 -10.0950
S -19.7653 17.0888 -10.7958
O -19.8749 18.4798 -11.2339
O -20.4977 16.1396 -11.6398
O -20.0933 16.8977 -9.3935
C -25.5639 18.8119 -10.4777
F -25.8632 17.5734 -10.0906
F -25.8850 19.0080 -11.7330
F -26.3202 19.6012 -9.6938
S -23.7303 19.1537 -10.1663
O -23.0767 18.5110 -11.3034
O -23.6626 20.6284 -10.2144
O -23.4371 18.5667 -8.8754
C -26.0987 17.0745 -14.7409
F -26.7439 16.0372 -15.2568
F -26.8938 18.1458 -14.7849
F -25.8243 16.8205 -13.4622
S -24.4125 17.4807 -15.5598
O -23.5341 16.3291 -15.3183
O -24.6922 17.6646 -16.9773
O -23.8711 18.6451 -14.8733
C -19.1450 17.7767 -17.4946
F -18.6093 18.9609 -17.8392
F -20.4451 17.7876 -17.7582
F -18.5870 16.8315 -18.2396
S -18.7954 17.4838 -15.6513
O -19.5346 16.2736 -15.3358
O -17.3405 17.3882 -15.5320
O -19.3597 18.6673 -14.9661
*
```

For the gap between HOMO and LUMO, the calculation gives 6.978 eV. For the energy above the lowest of the compared OMol25 structures with the same formula, charge and spin, the calculation gives 11.2 kcal per mole.

# 5
A molecular structure, C12H18F9N3O15Pt, computed with ωB97M-V/def2-TZVPD.

Structure (ORCA input):
```
! wB97M-V def2-TZVPD RIJCOSX def2/J DEFGRID3
* xyz -4 3
Pt -0.0235 -0.2947 1.1655
N -3.0159 -1.8901 1.0165
O -1.7459 -1.9339 0.9640
O -3.7326 -2.4154 0.1594
O -3.5305 -1.3550 2.0117
N 2.8388 1.6550 1.6299
O 1.7082 1.2245 1.3558
O 3.4935 2.2914 0.7715
O 3.3827 1.4231 2.7331
N -0.7851 0.2921 4.6237
O -1.9041 0.8431 4.6066
O -0.2726 -0.1800 3.5965
O -0.1777 0.2207 5.7304
C -1.6880 2.6595 0.8564
O -2.2868 3.3932 1.9195
O -1.6308 1.3372 1.2284
C -2.1432 3.0626 -0.5431
F -2.7441 2.0757 -1.1994
F -2.9604 4.1689 -0.5670
F -1.0971 3.4632 -1.3185
C -1.5721 4.4633 2.5463
C -1.8836 5.8091 1.9046
H -2.0038 6.7053 2.5216
H -1.0219 6.0998 1.2931
H -2.7408 5.6853 1.2431
H -0.4852 4.3963 2.6224
H -1.9424 4.4595 3.5721
H -0.6239 2.9433 0.9019
C 0.6324 -0.0742 -2.1736
O -0.3559 0.6129 -2.9454
O -0.0310 -0.3900 -1.0328
C 1.2933 -1.2326 -2.9951
F 0.3715 -1.9796 -3.6132
F 2.0931 -0.7929 -4.0363
F 2.1477 -2.0045 -2.2834
C 0.0491 1.1173 -4.2136
C -1.1459 1.8066 -4.7997
H -2.0999 1.2810 -4.7491
H -1.4263 2.7130 -4.2467
H -0.9506 2.2243 -5.7932
H 0.1381 0.2528 -4.8816
H 0.9248 1.7648 -4.1448
H 1.5111 0.5152 -1.8650
C 1.9589 -2.9820 0.8251
O 1.1011 -4.1271 0.8928
O 1.4859 -2.0805 1.6933
C 3.5027 -3.1836 0.8780
F 4.0411 -3.8124 -0.1828
F 4.2339 -2.0454 1.0109
F 3.8748 -3.9176 1.9831
C 1.3724 -5.2180 0.0255
C 0.2245 -6.2060 -0.0391
H 0.3884 -6.8934 0.7927
H -0.6739 -5.6070 0.1308
H 0.0996 -6.7980 -0.9460
H 2.1750 -5.7372 0.5708
H 1.8223 -5.0751 -0.9634
H 1.8304 -2.7341 -0.2445
*
```

Its expectation value of S² is 2.003. For the gap between HOMO and LUMO (spin up / spin down), the calculation gives 4.339 / 4.968 eV. For the energy above the lowest of the compared OMol25 structures with the same formula, charge and spin, the calculation gives 18.9 kcal per mole.

# 6
C12H18N2O3S2 in the gas phase, computed with ωB97M-V/def2-TZVPD.

Structure (ORCA input):
```
! wB97M-V def2-TZVPD RIJCOSX def2/J DEFGRID3
* xyz 0 1
C 0.1100 2.1489 -2.6510
H 0.9268 2.7680 -2.3857
H 0.2672 1.8778 -3.7148
H -0.7937 2.4806 -2.4350
O 0.6013 0.9996 -2.2085
C -0.4429 0.0683 -2.2248
O -1.4800 0.1622 -2.9855
C 0.1322 -1.2344 -1.3510
N 0.5071 -0.7627 -0.0125
C -0.3743 0.0925 0.5733
O -1.3058 0.6155 0.3246
N 0.1763 0.4450 2.0075
H 1.0575 0.1829 1.9422
C -0.4834 1.5428 2.6358
C 0.3457 2.8196 1.9914
C -0.2162 3.6273 0.9659
C 0.7309 4.6049 0.5325
C 1.7540 4.6752 1.5604
S 1.7681 3.2474 2.8122
H 2.5732 5.3122 1.7078
H 0.8238 5.3142 -0.1567
H -1.0761 3.4253 0.5062
H -1.5551 1.6170 2.4289
H -0.4843 1.5382 3.7439
H 1.3815 -1.3976 0.5469
H 0.8863 -1.7917 -1.8188
C -1.2049 -2.1885 -1.4990
C -0.8888 -3.4496 -0.1956
H -1.0914 -2.8861 0.7206
H -1.8046 -4.1396 -0.4732
S 0.7419 -4.2352 -0.4605
C 0.5266 -5.5415 0.5458
H 0.1827 -5.2346 1.6224
H -0.4230 -6.1246 0.1210
H 1.3091 -6.0992 0.5524
H -1.2680 -2.7470 -2.1502
H -1.9095 -1.7330 -1.1190
*
```

The structure (SMILES) is COC(=O)[C@H](CCSC)NC(=O)NCc1cccs1. For the gap between HOMO and LUMO, the calculation gives 8.395 eV. For the energy above the lowest of the compared OMol25 structures with the same formula, charge and spin, the calculation gives 263.3 kcal per mole.

# 7
C12H18N2O4S in the gas phase, computed with ωB97M-V/def2-TZVPD.

Structure (ORCA input):
```
! wB97M-V def2-TZVPD RIJCOSX def2/J DEFGRID3
* xyz 0 1
C 2.4489 -0.8025 0.6891
H 2.9399 -0.1368 -0.0189
O 2.2667 -0.0515 1.8735
C 1.6777 -0.7706 2.9394
C 0.1598 -0.9531 2.8213
H -0.0812 -1.4749 1.8927
H -0.1791 -1.5610 3.6609
C -0.5754 0.3909 2.8304
N -0.2500 1.1402 1.6383
C -1.0653 1.1458 0.5697
O -2.2462 0.8099 0.6277
C -0.4115 1.5670 -0.7016
C 0.6061 2.5143 -0.7462
C 1.2662 2.7764 -1.9323
C 0.9345 2.0754 -3.0819
C -0.0854 1.1422 -3.0590
C -0.7817 0.9089 -1.8815
N -1.8276 -0.0401 -1.8741
S -1.2016 -1.5870 -1.6941
O -0.5136 -1.6984 -0.4319
O -0.4508 -1.9224 -2.8631
C -2.7213 -2.5531 -1.6324
H -3.2532 -2.2732 -0.7331
H -2.4574 -3.6027 -1.6139
H -3.2871 -2.3121 -2.5215
H -2.4101 0.1483 -1.0500
H -0.3571 0.5822 -3.9387
H 1.4690 2.2621 -4.0010
H 2.0504 3.5179 -1.9579
H 0.8725 3.0555 0.1500
H 0.7470 1.2389 1.4842
H -0.2874 0.9789 3.7077
H -1.6566 0.2363 2.8368
H 1.9089 -0.1832 3.8344
H 2.1589 -1.7541 3.0328
H 3.0918 -1.6687 0.8798
H 1.5018 -1.1457 0.2646
*
```

The structure (SMILES) is COCCCNC(=O)c1ccccc1NS(C)(=O)=O. For the gap between HOMO and LUMO, the calculation gives 9.829 eV. For the energy above the lowest of the compared OMol25 structures with the same formula, charge and spin, the calculation gives 33.5 kcal per mole.

# 8
A molecular structure, C12H18N2O4S, computed with ωB97M-V/def2-TZVPD.

Structure (ORCA input):
```
! wB97M-V def2-TZVPD RIJCOSX def2/J DEFGRID3
* xyz 0 1
C -7.3601 -0.2459 0.8609
C -6.3246 0.5586 -0.1156
C -4.8817 0.1470 -0.0720
C -4.0466 0.8507 -0.9472
C -2.6655 0.1280 -1.1621
H -2.1739 0.7927 -1.6910
H -2.8296 -0.8569 -1.1867
C -1.9674 0.3647 0.2079
C -0.5904 -0.1159 0.0718
C 0.5541 0.6651 -0.0464
N 1.7280 0.4628 -0.1893
C 1.9212 -0.9094 -0.2850
N 1.0867 -2.1019 -0.1136
C -0.2762 -1.4725 0.2267
O -1.1185 -2.4599 0.2276
H 1.2063 -2.9426 0.1409
S 3.7285 -1.6402 -0.3287
C 4.3115 0.1339 -0.6153
C 3.8520 1.3418 0.1612
O 3.4551 2.4071 -0.0013
O 3.7352 0.8440 1.4149
H 3.3494 1.6556 2.2394
H 4.1470 0.5745 -1.6764
H 5.3595 0.1771 -0.3449
O 0.3711 2.2093 -0.3124
H 1.3268 2.4677 -0.2318
H -2.4396 -0.4951 1.0398
H -1.8962 1.5271 0.6805
H -4.5971 0.8962 -1.8190
H -4.0166 1.8656 -0.4649
H -5.0019 -0.8747 -0.4219
H -4.7353 0.0629 0.8658
H -6.7998 0.5627 -1.1248
H -6.5250 1.4877 0.1767
H -7.1244 -0.2592 1.8185
H -8.3879 0.3326 0.7483
H -7.3830 -1.2840 0.3004
*
```

For the gap between HOMO and LUMO, the calculation gives 7.757 eV. For the energy above the lowest of the compared OMol25 structures with the same formula, charge and spin, the calculation gives 264.7 kcal per mole.

Number 1: strongest force on any atom 0.0218 hartree/bohr. Number 2: strongest force on any atom 0.0054 hartree/bohr. Number 3: strongest force on any atom 0.1065 hartree/bohr. Number 4: strongest force on any atom 0.0577 hartree/bohr. Number 5: strongest force on any atom 0.1079 hartree/bohr. Number 6: strongest force on any atom 0.3466 hartree/bohr. Number 7: strongest force on any atom 0.0198 hartree/bohr. Number 8: strongest force on any atom 0.3590 hartree/bohr.